1.
ORCA calculation (the ωB97M-V functional and the def2-TZVPD basis) on 2 unconnected molecules or ions with the total composition C12H7BClN3O5S in a non-equilibrium geometry.

```
30
Properties=species:S:1:pos:R:3
N -4.1876 1.6526 -2.1379
B -2.9288 2.5482 -2.0482
O -2.6791 3.4756 -3.1689
C -2.0084 2.3671 -0.6972
C -1.6504 3.6313 0.3138
C -0.7673 3.3798 1.6719
N -0.4477 4.5263 2.6067
S 0.5107 3.7201 3.8526
N 0.5879 2.0049 3.4413
C -0.1775 1.9173 2.1362
C -0.4964 0.6563 1.1382
C -1.4015 0.8927 -0.2385
Cl -1.7185 -0.6725 -1.2483
H -4.9821 2.2680 -1.8010
H -4.0647 0.9266 -1.3707
H -2.0151 4.1895 -2.9380
H -2.1037 4.6807 -0.0034
H -0.0528 -0.4058 1.4457
C 1.4786 -3.6011 -0.9464
C 2.6299 -3.9997 -1.5141
C 3.8291 -3.9158 -0.5746
O 4.9677 -4.2982 -0.8624
C 3.6242 -3.3309 0.7767
C 2.4745 -2.9197 1.3400
C 1.2575 -3.1039 0.4374
O 0.0951 -2.8626 0.7777
O 2.3004 -2.4203 2.4942
O 2.8156 -4.4247 -2.6957
H 0.5678 -3.6349 -1.5337
H 4.5425 -3.2473 1.3465
```

Computed properties:
frontier orbital gap	2.06	eV
net charge	-2
HOMO energy	0.08	eV

Results of the Löwdin charge analysis, in e, for atoms 1 through 2: N 0.07; B -0.48



2.
ORCA calculation (the ωB97M-V functional and the def2-TZVPD basis) on 2 unconnected molecules or ions with the total composition C12H7Cl2F9O2S in a non-equilibrium geometry.

```
33
Properties=species:S:1:pos:R:3
O 0.0933 3.1076 -0.2826
C -0.3746 2.3452 0.4781
C -1.8727 2.3086 0.7247
C -2.3835 1.1821 1.1804
S -4.1002 0.9271 1.5465
C -1.4648 -0.0374 1.3941
O -1.9233 -1.1162 1.2502
C -0.0264 0.2646 1.7440
C 0.8626 -0.6158 2.6152
F 0.1689 -0.8533 3.7586
F 1.9697 0.0205 2.9980
C 1.2590 -2.0223 2.0643
F 2.0662 -2.5562 3.0017
F 0.1991 -2.8117 2.0152
C 2.0786 -2.0295 0.7318
F 2.9739 -3.0205 0.8351
F 2.7719 -0.9112 0.5267
C 1.2650 -2.3491 -0.5492
F 0.3738 -1.4308 -0.8234
F 2.1379 -2.3211 -1.5650
F 0.7471 -3.5421 -0.5501
C 0.4815 1.3936 1.3023
H -2.5219 3.1630 0.5407
H -4.1257 -0.3533 1.9930
H 1.5003 1.7092 1.5194
Cl -1.4634 0.7449 -1.8828
C -0.1274 0.6324 -3.0573
C -0.1607 1.7568 -4.0619
Cl -1.5470 1.6235 -5.1736
H -0.1849 -0.3403 -3.5418
H 0.8005 0.6753 -2.4870
H 0.7405 1.7297 -4.6736
H -0.2130 2.7269 -3.5715
```

Computed properties:
relative energy (zero: lowest compared OMol25 entry of this formula, charge and spin)	0.691	eV
frontier orbital gap	8.06	eV
SMILES	O=C1C=C(S)C(=O)C(C(F)(F)C(F)(F)C(F)(F)C(F)(F)F)=C1.ClCCCl
net charge	0
HOMO energy	-9.45	eV

Results of the Löwdin charge analysis, in e, for atoms 1 through 2: O 0.12; C -0.43



3.
ORCA calculation (the ωB97M-V functional and the def2-TZVPD basis) on a gas-phase ion, C12H7Cl2N4O6S (charge -1) in a non-equilibrium geometry.

```
32
Properties=species:S:1:pos:R:3
O -1.3672 -1.4424 -0.9601
S 0.0646 -1.3677 -0.7980
O 0.8428 -2.5702 -0.6024
C 0.6620 -0.6870 -2.4052
C -0.2173 0.0772 -3.1854
C 0.1390 0.4619 -4.4909
C 1.3894 0.0803 -5.0056
Cl 1.7920 0.4506 -6.6569
C 2.2988 -0.6299 -4.2066
C 1.9346 -1.0105 -2.9002
C 0.3632 -0.0972 0.5664
Cl 2.0120 -0.1102 0.9864
C -0.6323 -0.0478 1.8816
C -1.0091 1.4264 2.1724
N -1.7195 2.1343 1.1497
O -1.8427 1.5917 0.0149
O -2.1305 3.2996 1.3719
C -0.6384 2.1126 3.3494
N -0.3388 1.5358 4.5528
C -0.3416 0.2056 4.4799
N -0.3950 -0.6232 5.5968
O -0.6971 -1.8827 5.0945
N -0.7841 -1.8643 3.6544
O -1.0464 -2.9036 3.0546
C -0.5183 -0.5871 3.2841
H -1.1799 0.3912 -2.7777
H -0.5402 1.0514 -5.1015
H 3.2910 -0.8678 -4.6008
H 2.6420 -1.5497 -2.2653
H 0.0960 0.8166 0.0074
H -1.4756 -0.6105 1.3775
H -0.6532 3.2166 3.3619
```

Computed properties:
frontier orbital gap	7.15	eV
SMILES	O=S(=O)(c1ccc(Cl)cc1)[C@H](Cl)[C@@H]1C(=[N+]([O-])[O-])C=Nc2no[n+]([O-])c21
net charge	-1
HOMO energy	-4.88	eV

Results of the Löwdin charge analysis, in e, for atoms 1 through 2: O -0.32; S 0.68